1.
Below is one molecule with the formula C11H19N5O2, with properties calculated with ωB97M-V with the def2-TZVPD basis set.

Atoms and positions in Å:
C: 5.789 0.599 -1.686
C: 5.153 0.368 -0.320
C: 3.634 0.258 -0.416
C: 2.998 0.037 0.957
N: 1.557 -0.066 0.889
C: 0.951 -1.279 0.871
O: 1.522 -2.337 1.039
N: -0.423 -1.279 0.685
C: -1.322 -0.237 0.545
C: -1.226 1.106 0.953
N: -2.305 1.780 0.595
N: -3.095 0.942 -0.039
C: -4.391 1.368 -0.498
C: -5.468 1.072 0.542
C: -2.574 -0.314 -0.081
C: -3.260 -1.443 -0.725
N: -3.037 -2.651 -0.127
O: -3.941 -1.339 -1.725
H: 5.420 1.521 -2.129
H: 6.870 0.669 -1.597
H: 5.553 -0.222 -2.359
H: 5.551 -0.551 0.116
H: 5.414 1.193 0.347
H: 3.368 -0.578 -1.066
H: 3.230 1.173 -0.859
H: 3.254 0.864 1.628
H: 3.359 -0.898 1.390
H: 1.069 0.714 0.478
H: -0.776 -2.201 0.473
H: -0.461 1.597 1.520
H: -4.614 0.849 -1.433
H: -4.323 2.443 -0.674
H: -6.425 1.453 0.198
H: -5.219 1.547 1.488
H: -5.560 -0.001 0.699
H: -2.743 -2.712 0.833
H: -3.527 -3.442 -0.512

The electronic energy is -854.86520 hartree. The structure (SMILES) is CCCCNC(=O)Nc1cnn(CC)c1C(N)=O. The charge is 0. The molar mass comes out at 253.31 g mol⁻¹. For the energy above the lowest of the compared OMol25 structures with the same formula, charge and spin, the calculation gives 0.000 eV. For the frontier orbital gap, the calculation gives 9.240 eV. The spin multiplicity is 1.



2.
Below is C3H5O4Rb as an isolated structure in a non-equilibrium geometry, with properties calculated with ωB97M-V with the def2-TZVPD basis set.

Atoms and positions in Å:
H: 1.503 -1.681 1.415
C: 0.544 -1.564 0.921
C: -0.819 -1.281 1.460
O: -1.508 -0.805 0.292
C: -0.654 -0.648 -0.708
O: -1.002 -0.367 -1.850
O: 0.536 -1.217 -0.414
H: -0.838 -0.497 2.233
H: -1.346 -2.169 1.838
H: 0.233 1.522 -1.916
Rb: 3.061 3.888 -1.286
O: 0.546 2.271 -1.217
H: -0.257 2.548 -0.767

The electronic energy is -442.10669 hartree. The charge is +1. The molar mass comes out at 190.54 g mol⁻¹. For the frontier orbital gap (alpha / beta), the calculation gives 6.883 / 10.059 eV. The spin multiplicity is 2. The expectation value of S² is 0.75.



3.
Below is a 2-piece molecular cluster, C2HCl4NO3 overall in a non-equilibrium geometry, with properties calculated with ωB97M-V with the def2-TZVPD basis set.

Atoms and positions in Å:
N: -0.393 0.475 -0.183
O: -0.873 -0.465 0.314
C: 4.672 3.230 1.213
C: 3.291 3.696 0.775
O: 2.621 2.425 0.616
O: 1.385 2.630 0.238
Cl: 2.498 4.760 1.994
Cl: 3.339 4.654 -0.749
Cl: 4.465 2.299 2.703
Cl: 5.305 2.180 -0.064
H: 5.362 4.076 1.384

The electronic energy is -2197.82062 hartree. The charge is 0. The molar mass comes out at 228.85 g mol⁻¹. For the energy above the lowest of the compared OMol25 structures with the same formula, charge and spin, the calculation gives 3.362 eV. For the frontier orbital gap (alpha / beta), the calculation gives 11.560 / 6.928 eV. The spin multiplicity is 1.



4.
Below is C42H56BiBr4O3P3Si as an isolated structure, with properties calculated with ωB97M-V with the def2-TZVPD basis set.

Atoms and positions in Å:
Bi: 0.953 0.772 0.348
C: 0.905 1.183 -5.189
C: 0.362 -0.149 -4.670
C: -1.160 -0.185 -4.816
P: 0.822 -0.384 -2.881
C: 2.682 -0.658 -2.859
C: 3.423 0.681 -2.693
C: 3.317 -1.450 -3.999
C: 0.143 -2.061 -2.522
C: 0.349 -3.124 -3.403
C: -0.150 -4.391 -3.142
C: -0.848 -4.620 -1.970
C: -1.050 -3.578 -1.079
C: -0.598 -2.282 -1.340
Si: -1.036 -0.863 -0.150
C: -2.591 -0.085 -0.935
C: -3.417 -0.859 -1.756
C: -4.481 -0.297 -2.443
C: -4.721 1.068 -2.349
C: -3.931 1.852 -1.521
C: -2.888 1.284 -0.788
P: -1.934 2.194 0.483
C: -3.223 2.479 1.820
C: -4.589 3.031 1.418
C: -3.440 1.147 2.550
C: -1.476 3.859 -0.235
C: -2.451 5.026 -0.114
C: -1.014 3.672 -1.683
C: -1.581 -1.614 1.522
C: -2.703 -2.447 1.587
C: -3.093 -3.056 2.769
C: -2.368 -2.837 3.932
C: -1.274 -1.989 3.907
C: -0.882 -1.369 2.718
P: 0.540 -0.227 2.749
C: 0.092 1.236 3.802
C: -0.513 0.964 5.176
C: 1.285 2.201 3.858
C: 2.009 -1.145 3.426
C: 1.953 -2.622 3.019
C: 2.257 -1.028 4.932
H: 0.686 1.287 -6.255
H: 1.984 1.269 -5.060
H: 0.434 2.019 -4.664
H: 0.799 -0.962 -5.252
H: -1.621 0.609 -4.222
H: -1.578 -1.138 -4.488
H: -1.438 -0.032 -5.863
H: 2.820 -1.235 -1.940
H: 3.594 1.153 -3.663
H: 4.397 0.517 -2.226
H: 2.879 1.396 -2.071
H: 3.176 -0.947 -4.960
H: 2.934 -2.465 -4.069
H: 4.394 -1.525 -3.822
H: 0.908 -2.972 -4.315
H: 0.024 -5.194 -3.848
H: -1.230 -5.611 -1.749
H: -1.580 -3.781 -0.156
H: -3.199 -1.915 -1.888
H: -5.109 -0.913 -3.076
H: -5.525 1.521 -2.915
H: -4.140 2.912 -1.445
H: -2.736 3.186 2.502
H: -5.101 2.338 0.751
H: -4.539 4.006 0.939
H: -5.201 3.133 2.318
H: -3.920 0.427 1.881
H: -4.093 1.292 3.414
H: -2.511 0.699 2.895
H: -0.589 4.111 0.354
H: -3.347 4.878 -0.721
H: -1.959 5.931 -0.479
H: -2.753 5.207 0.919
H: -1.866 3.517 -2.348
H: -0.351 2.810 -1.796
H: -0.474 4.561 -2.019
H: -3.285 -2.613 0.685
H: -3.958 -3.709 2.784
H: -2.656 -3.321 4.857
H: -0.726 -1.806 4.824
H: -0.673 1.715 3.184
H: 0.209 0.512 5.857
H: -1.388 0.318 5.113
H: -0.833 1.913 5.614
H: 2.111 1.796 4.442
H: 0.975 3.135 4.333
H: 1.668 2.447 2.865
H: 2.842 -0.672 2.896
H: 1.234 -3.167 3.632
H: 2.938 -3.069 3.170
H: 1.680 -2.749 1.973
H: 1.443 -1.465 5.513
H: 2.422 -0.007 5.266
H: 3.161 -1.596 5.161
Br: 5.989 -4.282 -1.052
C: 5.210 -2.641 -0.529
C: 5.995 -1.513 -0.333
Br: 7.868 -1.597 -0.567
C: 5.388 -0.306 0.034
Br: 6.387 1.282 0.286
C: 4.012 -0.199 0.238
O: 3.403 0.905 0.569
C: 3.213 -1.363 0.037
O: 1.898 -1.247 0.209
C: 3.819 -2.548 -0.347
Br: 2.684 -4.035 -0.635
O: 2.656 3.499 0.679
H: 3.225 4.254 0.500
H: 3.235 2.710 0.600

The electronic energy is -13684.03276 hartree. The charge is 0. The molar mass comes out at 1258.51 g mol⁻¹. For the frontier orbital gap, the calculation gives 7.152 eV. The spin multiplicity is 1.



5.
Below is a 14-piece molecular cluster, C13H52F2N27O17S2 overall in a non-equilibrium geometry, with properties calculated with ωB97M-V with the def2-TZVPD basis set.

Atoms and positions in Å:
N: 0.907 -0.471 0.601
S: 1.511 0.747 -0.003
O: 1.342 1.929 0.832
O: 1.668 0.938 -1.448
F: 3.086 0.304 0.267
S: -0.672 0.008 0.093
O: -1.121 -0.733 -1.073
O: -1.127 1.381 0.254
F: -1.484 -0.688 1.328
C: 0.399 -6.067 0.595
O: 0.198 -7.226 0.283
N: 1.012 -5.167 -0.070
N: -0.130 -5.381 1.599
H: 1.458 -5.589 -0.873
H: 0.783 -4.187 0.020
H: -0.740 -5.922 2.195
H: 0.210 -4.442 1.750
C: -3.292 2.699 -4.981
O: -3.155 3.854 -5.261
N: -2.271 1.974 -4.705
N: -4.414 2.076 -4.915
H: -2.468 0.987 -4.619
H: -1.424 2.374 -5.084
H: -4.556 1.191 -4.449
H: -5.198 2.518 -5.373
C: 2.667 -2.383 5.130
O: 3.030 -3.015 6.137
N: 1.600 -1.618 4.904
N: 3.156 -2.559 3.972
H: 1.089 -1.140 5.632
H: 1.349 -1.454 3.939
H: 4.000 -3.087 3.805
H: 2.654 -2.216 3.165
C: -8.836 3.145 -0.361
O: -9.276 4.273 -0.407
N: -7.598 2.830 -0.036
N: -9.383 2.074 -0.889
H: -7.281 1.874 -0.106
H: -6.835 3.477 -0.177
H: -8.918 1.188 -1.025
H: -10.286 2.231 -1.314
C: 9.111 4.216 -1.312
O: 9.939 3.800 -0.493
N: 9.241 5.429 -1.879
N: 8.114 3.497 -1.781
H: 8.515 5.784 -2.485
H: 9.998 6.041 -1.609
H: 7.576 3.874 -2.549
H: 7.907 2.517 -1.650
C: 7.161 3.019 5.020
O: 7.721 3.482 5.981
N: 6.810 3.743 3.974
N: 6.657 1.848 5.050
H: 6.586 3.255 3.119
H: 6.530 4.712 4.034
H: 6.349 1.398 4.200
H: 6.646 1.470 5.987
C: -8.096 -1.269 3.284
O: -7.445 -1.267 2.256
N: -8.864 -0.333 3.744
N: -8.086 -2.352 4.106
H: -9.483 -0.616 4.490
H: -8.677 0.618 3.460
H: -7.336 -3.002 3.919
H: -8.809 -2.445 4.805
C: -1.046 6.460 5.251
O: -1.515 6.560 6.353
N: -0.251 5.508 4.852
N: -1.322 7.320 4.335
H: 0.110 5.029 5.665
H: 0.186 5.519 3.942
H: -1.832 8.023 4.849
H: -1.286 7.093 3.351
C: 7.295 -5.059 -2.288
O: 7.545 -5.739 -1.283
N: 7.919 -5.228 -3.427
N: 6.588 -3.935 -2.377
H: 8.584 -5.987 -3.475
H: 7.585 -4.696 -4.217
H: 5.799 -3.746 -1.776
H: 6.762 -3.458 -3.250
C: -0.189 -2.981 -6.293
O: 0.462 -3.893 -5.742
N: -1.435 -2.648 -5.991
N: 0.178 -2.141 -7.294
H: -1.886 -2.407 -6.862
H: -1.934 -3.357 -5.473
H: 1.163 -1.925 -7.250
H: -0.495 -1.388 -7.271
C: -5.983 -5.082 -2.206
O: -6.190 -5.975 -2.964
N: -5.093 -5.164 -1.218
N: -6.527 -3.907 -2.277
H: -4.715 -4.344 -0.764
H: -4.555 -6.014 -1.123
H: -7.348 -3.675 -2.817
H: -6.410 -3.303 -1.476
C: -3.943 1.512 7.320
O: -4.582 0.538 7.675
N: -3.906 2.549 8.070
N: -3.290 1.705 6.202
H: -4.239 2.466 9.019
H: -3.305 3.314 7.800
H: -2.538 2.376 6.269
H: -3.495 1.189 5.358
C: 5.347 -0.197 -7.283
O: 6.150 -0.988 -6.786
N: 5.033 -0.078 -8.567
N: 4.574 0.566 -6.568
H: 4.697 0.792 -8.956
H: 5.314 -0.734 -9.282
H: 3.952 1.139 -7.121
H: 4.346 0.244 -5.638

The electronic energy is -4280.40304 hartree. The charge is -1. The molar mass comes out at 960.86 g mol⁻¹. For the energy above the lowest of the compared OMol25 structures with the same formula, charge and spin, the calculation gives 10.891 eV. For the frontier orbital gap, the calculation gives 8.993 eV. The spin multiplicity is 1.



6.
Below is C16H35AsCuOPSSi2 as an isolated structure in a non-equilibrium geometry, with properties calculated with ωB97M-V with the def2-TZVPD basis set.

Atoms and positions in Å:
Cu: -0.369 0.576 -0.605
C: -5.015 -0.771 0.607
P: -3.158 -0.676 0.502
C: -2.773 -1.600 2.061
C: -2.839 -2.032 -0.686
C: -3.716 -2.334 -1.723
C: -3.396 -3.309 -2.653
C: -2.197 -3.994 -2.563
C: -1.306 -3.684 -1.547
C: -1.619 -2.703 -0.624
H: -5.456 -0.238 -0.230
H: -5.324 -0.267 1.520
H: -5.380 -1.795 0.621
H: -3.319 -2.540 2.105
H: -3.048 -0.967 2.904
H: -1.699 -1.778 2.123
H: -4.655 -1.810 -1.812
H: -4.089 -3.535 -3.451
H: -1.953 -4.758 -3.287
H: -0.364 -4.209 -1.474
H: -0.908 -2.445 0.152
C: 2.488 -2.325 0.099
Si: 2.625 -0.700 1.119
C: 3.458 -1.091 2.799
C: 3.922 0.317 0.132
As: 0.470 0.097 1.452
Si: 0.734 2.351 1.930
C: -1.015 3.002 2.359
C: 1.378 3.565 0.575
C: 1.907 2.728 3.396
H: 3.441 -2.833 -0.019
H: 2.100 -2.108 -0.895
H: 1.796 -3.020 0.567
H: 4.448 -1.530 2.700
H: 2.846 -1.768 3.390
H: 3.559 -0.174 3.373
H: 4.893 -0.170 0.123
H: 4.054 1.303 0.566
H: 3.615 0.451 -0.902
H: -1.697 2.792 1.538
H: -1.036 4.070 2.550
H: -1.401 2.494 3.237
H: 0.679 3.655 -0.251
H: 2.330 3.228 0.173
H: 1.537 4.558 0.985
H: 1.672 2.119 4.265
H: 1.855 3.774 3.689
H: 2.933 2.513 3.107
C: 1.255 3.050 -3.066
S: -0.145 1.945 -3.505
C: 0.893 0.510 -3.990
O: -0.783 1.553 -2.220
H: 1.811 3.262 -3.971
H: 1.889 2.590 -2.316
H: 0.837 3.970 -2.671
H: 1.449 0.757 -4.888
H: 0.222 -0.317 -4.192
H: 1.563 0.248 -3.179

The electronic energy is -5900.71684 hartree. The charge is 0. The molar mass comes out at 501.14 g mol⁻¹. For the frontier orbital gap, the calculation gives 7.418 eV. The spin multiplicity is 1.